Record 1
Formula: C41H93N4O5P
Source: the OMol25 dataset
Level of theory: ωB97M-V/def2-TZVPD

Summary:
**Orbital gap**: 4.71 eV
**Charge**: +4
**E**: -2553.1002 a.u.
**Molecular weight**: 753.2 g mol⁻¹

Cartesian coordinates (Å):
C1 -13.3198 4.3612 17.3500
C2 -14.5450 5.0004 16.6984
O1 -15.3867 4.3372 16.1240
N1 -14.8539 6.5534 17.0328
H1 -14.0908 6.8777 17.6096
H2 -14.9727 6.9812 16.1256
C3 -16.1177 6.7741 17.8318
H3 -13.2324 3.2901 17.1678
H4 -13.4928 4.4917 18.4183
H5 -12.4296 4.8523 16.9571
H6 -16.1242 6.0800 18.6722
H7 -16.9734 6.6061 17.1779
H8 -16.0670 7.8046 18.1834
C4 -24.5052 14.5771 14.7808
C5 -23.3065 13.6551 15.0812
O2 -22.6563 13.0113 14.2533
N2 -22.9410 13.6395 16.6011
H9 -23.2133 14.5623 16.9084
H10 -23.5022 13.0209 17.1690
C6 -21.4256 13.3932 16.7756
H11 -24.1539 15.5794 15.0262
H12 -25.3141 14.2786 15.4476
H13 -24.7166 14.4980 13.7145
H14 -21.2379 13.2581 17.8408
H15 -20.9613 14.1844 16.1870
H16 -21.2278 12.4190 16.3284
C7 -19.6801 14.9610 24.5239
C8 -20.2786 14.2727 25.6935
C9 -21.5849 15.0003 26.1919
C10 -21.5807 16.5520 26.0422
N3 -22.8296 17.2081 26.6878
C11 -22.8560 18.7460 26.5850
C12 -22.3495 19.2954 27.9342
C13 -22.8354 18.2782 28.9198
C14 -22.8344 16.9781 28.2301
C15 -24.1128 16.5793 25.9613
H17 -19.2746 15.9375 24.7883
H18 -20.3362 15.1540 23.6752
H19 -18.8854 14.2814 24.2161
H20 -19.5838 14.5638 26.4812
H21 -20.1856 13.2166 25.4404
H22 -21.8449 14.5481 27.1489
H23 -22.3829 14.6215 25.5532
H24 -21.5974 16.8580 24.9962
H25 -20.8849 17.1456 26.6353
H26 -23.8673 19.0661 26.3340
H27 -22.3512 18.9704 25.6454
H28 -22.7453 20.3002 28.0814
H29 -21.2785 19.4932 27.9797
H30 -23.9130 18.4388 28.9519
H31 -22.2264 18.4009 29.8154
H32 -23.5289 16.2054 28.5599
H33 -21.9304 16.4112 28.4527
H34 -23.9327 16.6103 24.8867
H35 -24.9517 17.1010 26.4219
H36 -24.4403 15.5521 26.1219
C16 -31.9492 5.0363 26.1976
C17 -31.9872 6.4081 25.7871
C18 -32.1340 6.8265 24.3529
C19 -30.8258 6.6089 23.4745
N4 -30.9423 7.3390 22.0618
C20 -30.1589 6.6083 20.9929
C21 -30.9261 5.4256 20.4326
C22 -32.3826 5.8725 20.8137
C23 -32.3611 7.2640 21.4257
C24 -30.4480 8.8597 22.0967
H37 -31.7287 4.4353 25.3154
H38 -32.9595 4.6877 26.4117
H39 -31.3336 4.8987 27.0866
H40 -31.0883 6.8676 26.1982
H41 -32.8820 6.7625 26.2987
H42 -32.4671 7.8501 24.1813
H43 -33.0224 6.2301 24.1450
H44 -30.6075 5.5442 23.3908
H45 -29.9603 7.1098 23.9083
H46 -30.0224 7.3562 20.2118
H47 -29.2215 6.4010 21.5092
H48 -30.9427 5.2234 19.3616
H49 -30.7072 4.4784 20.9255
H50 -33.0575 5.7850 19.9622
H51 -32.6703 5.1958 21.6183
H52 -32.3568 7.9264 20.5600
H53 -33.2152 7.4176 22.0853
H54 -29.4010 8.8556 22.3996
H55 -31.2848 9.2216 22.6940
H56 -30.5845 9.2555 21.0903
C25 -22.3835 1.9879 18.7333
C26 -21.5710 0.8117 18.0655
C27 -21.4576 -0.2609 19.1491
C28 -20.4381 -1.2509 18.5911
P1 -20.4661 -2.8231 19.6685
C29 -19.3050 -4.0067 19.1964
C30 -17.8826 -3.7067 19.6250
C31 -16.6945 -4.4451 19.0217
C32 -16.8983 -5.8504 18.5177
C33 -20.1924 -2.1648 21.4580
C34 -18.9018 -1.2690 21.6061
C35 -18.9467 -0.1601 22.7437
C36 -20.1319 0.8220 22.7241
C37 -22.1172 -3.5272 19.5879
C38 -22.7966 -3.4650 18.1634
C39 -23.9045 -4.5522 17.9419
C40 -25.1081 -4.4499 18.9013
H57 -21.9809 2.3300 19.6868
H58 -23.3779 1.6646 19.0410
H59 -22.4340 2.8607 18.0823
H60 -20.6208 1.1468 17.6495
H61 -22.0849 0.3325 17.2322
H62 -22.4907 -0.5934 19.2503
H63 -20.9397 0.1979 19.9914
H64 -19.4401 -0.8125 18.5791
H65 -20.6616 -1.5734 17.5742
H66 -19.5484 -3.9808 18.1343
H67 -19.6696 -4.9609 19.5769
H68 -17.8818 -3.9211 20.6937
H69 -17.7517 -2.6246 19.6298
H70 -15.9778 -4.6551 19.8156
H71 -16.0197 -3.8527 18.4037
H72 -15.9978 -6.4642 18.5349
H73 -17.1756 -5.7764 17.4662
H74 -17.7408 -6.2928 19.0492
H75 -20.2375 -3.1127 21.9942
H76 -21.0411 -1.5470 21.7516
H77 -18.6630 -0.7798 20.6618
H78 -18.0303 -1.8709 21.8636
H79 -18.0792 0.4735 22.5586
H80 -18.8598 -0.5555 23.7557
H81 -19.9489 1.6288 23.4338
H82 -21.0350 0.2714 22.9876
H83 -20.3019 1.3854 21.8066
H84 -22.7611 -3.0319 20.3147
H85 -21.9706 -4.5524 19.9277
H86 -22.1521 -3.5906 17.2933
H87 -23.4613 -2.6257 17.9589
H88 -23.4382 -5.5339 17.8589
H89 -24.2401 -4.3519 16.9243
H90 -24.6090 -4.7065 19.8357
H91 -25.9444 -5.1332 18.7534
H92 -25.4373 -3.4292 19.0959
O3 -23.3232 9.6673 22.4283
C41 -22.9788 9.7458 21.2195
O4 -21.7639 9.4532 20.9454
O5 -23.8393 9.9806 20.3946
H93 -22.3842 9.5386 22.5814


Record 2
Formula: C24H31F6N7O8ReS3Si2
Source: the OMol25 dataset
Level of theory: ωB97M-V/def2-TZVPD

Summary:
**Relative energy (zero: lowest compared OMol25 entry of this formula, charge and spin)**: 21.7 kJ/mol
**Orbital gap (spin up / spin down)**: 5.71 / 6.38 eV
**Charge**: 0
**Multiplicity**: 4
**E**: -4369.3842 a.u.
**Molecular weight**: 998.1 g mol⁻¹

Cartesian coordinates (Å):
Re1 -0.8585 -0.6188 -0.1250
C1 0.4339 4.2108 0.1963
Si1 -0.3692 2.5670 0.6034
C2 0.4564 2.0799 2.2120
C3 -2.1802 2.9537 0.7749
N1 -0.1999 1.2469 -0.5787
C4 0.0879 1.4033 -1.9438
C5 0.4757 2.5965 -2.5569
C6 0.7761 2.6408 -3.9080
C7 0.6910 1.4868 -4.6694
C8 0.2917 0.3009 -4.0789
C9 -0.0264 0.2394 -2.7202
N2 -0.4631 -0.9205 -2.0550
Si2 -0.6205 -2.4285 -2.9950
C10 1.0094 -2.9229 -3.7546
C11 -1.9797 -2.2032 -4.2582
C12 -1.1487 -3.8647 -1.9443
H1 0.4727 4.7529 1.1466
H2 -0.1416 4.8164 -0.5040
H3 1.4532 4.1230 -0.1694
H4 -0.0723 2.5610 3.0404
H5 1.4815 2.4603 2.1991
H6 0.5000 1.0156 2.4269
H7 -2.3464 3.7092 1.5469
H8 -2.7984 2.0928 1.0211
H9 -2.5401 3.3526 -0.1768
H10 0.5399 3.5025 -1.9827
H11 1.0721 3.5779 -4.3608
H12 0.9302 1.5051 -5.7245
H13 0.2313 -0.5814 -4.6915
H14 1.2796 -2.3764 -4.6557
H15 0.9702 -3.9857 -4.0058
H16 1.8091 -2.7721 -3.0271
H17 -1.7781 -1.4435 -5.0103
H18 -2.9006 -1.9198 -3.7422
H19 -2.1661 -3.1485 -4.7731
H20 -0.3417 -4.2315 -1.3102
H21 -1.4117 -4.6626 -2.6444
H22 -2.0163 -3.6633 -1.3225
F1 -2.1073 0.5816 4.7378
C13 -3.1205 0.5279 3.8739
F2 -4.2223 0.1504 4.5125
F3 -3.3039 1.7256 3.3407
S1 -2.7274 -0.7200 2.5813
O1 -1.5128 -0.1204 1.9498
O2 -2.5870 -1.9451 3.2954
N3 -3.9851 -0.6395 1.6762
S2 -4.1751 -0.2546 0.1723
O3 -2.9163 -0.0877 -0.5801
O4 -5.1216 0.7904 0.0002
C14 -4.9953 -1.7356 -0.5736
F4 -6.2025 -1.8679 -0.0375
F5 -5.1121 -1.5045 -1.8783
F6 -4.3150 -2.8503 -0.3836
N4 5.2375 3.8858 1.5299
C15 4.5523 2.7399 1.2103
C16 4.5419 1.6491 2.0879
C17 3.8913 0.4835 1.7450
C18 3.2099 0.3980 0.5351
C19 3.2198 1.4710 -0.3522
C20 3.8958 2.6261 -0.0194
S3 2.5316 -1.1182 0.0047
O5 3.2844 -2.1941 0.5826
O6 2.3294 -1.0248 -1.4036
N5 0.9588 -1.3276 0.6453
C21 0.9125 -1.9617 1.8290
N6 -0.0119 -2.9503 1.9777
C22 -0.2076 -3.6240 3.1251
C23 0.5988 -3.3545 4.1883
C24 1.5678 -2.3640 3.9841
N7 1.7121 -1.6913 2.8651
H23 5.5278 4.0288 2.4798
H24 5.0666 4.7168 0.9934
H25 5.0736 1.7160 3.0289
H26 3.9133 -0.3705 2.4032
H27 2.7331 1.3791 -1.3142
H28 3.9339 3.4498 -0.7210
H29 -1.0060 -4.3477 3.0944
H30 0.4832 -3.8737 5.1254
H31 2.2534 -2.1038 4.7833
O7 -0.7190 -3.3796 0.8884
O8 -1.6823 -2.3600 0.5382


Record 3
Formula: C21H34N3O3PRu
Source: the OMol25 dataset
Level of theory: ωB97M-V/def2-TZVPD

Summary:
**Orbital gap (spin up / spin down)**: 7.00 / 5.40 eV
**Charge**: +2
**Multiplicity**: 5
**E**: -1646.1295 a.u.
**Molecular weight**: 508.6 g mol⁻¹

Cartesian coordinates (Å):
C1 3.7812 -2.8228 -1.3098
C2 3.7819 -1.4551 -1.0496
C3 2.5781 -0.7454 -0.9629
C4 1.3510 -1.4200 -1.0607
C5 1.3601 -2.8074 -1.3154
C6 2.5679 -3.4947 -1.4473
C7 2.6263 0.7329 -0.7233
C8 1.4576 1.4966 -1.3308
N1 1.2267 1.1521 -2.7815
Ru1 -0.4105 -0.4371 -0.7927
C9 0.0690 -3.5520 -1.4559
P1 -1.3441 -2.3499 -1.4030
H1 4.7188 -0.9059 -0.9234
H2 2.5353 -4.5639 -1.6653
H3 4.7211 -3.3655 -1.4060
H4 -0.0879 -4.2696 -0.6327
H5 0.0153 -4.1215 -2.3987
H6 2.5855 0.9309 0.3615
H7 3.5650 1.1655 -1.1061
H8 0.4988 1.3675 -0.7925
C10 -2.6257 -3.2689 -0.4983
C11 -1.9592 -2.3965 -3.1216
H9 1.6570 2.5759 -1.2943
C12 1.6933 2.2854 -3.6635
C13 -0.1478 0.7563 -3.1630
H10 -1.2648 -1.2598 0.3822
H11 1.4751 2.0260 -4.7047
H12 1.1700 3.2000 -3.3693
H13 2.7738 2.3974 -3.5327
H14 -0.1847 0.7745 -4.2612
H15 -0.3284 -0.3023 -2.8594
H16 -0.8863 1.4510 -2.7430
H17 -2.1372 -3.4344 -3.4347
H18 -2.9016 -1.8342 -3.1586
H19 -1.2380 -1.9374 -3.8084
H20 -2.3030 -4.3035 -0.3210
H21 -2.7940 -2.7740 0.4653
H22 -3.5586 -3.2542 -1.0754
H23 1.8875 0.4256 -3.1171
C14 0.9178 2.9260 4.0940
C15 -0.2166 1.9400 4.2970
C16 -1.1098 1.6907 3.0643
C17 -2.2686 0.7160 3.4164
C18 -1.8149 -0.6394 3.9318
C19 -1.7039 2.9907 2.5264
O1 -1.7661 4.0596 3.1159
N2 -2.2398 2.8631 1.2479
C20 -1.9670 1.8543 0.3150
O2 -2.5070 1.8194 -0.7880
N3 -0.9890 0.9565 0.7097
C21 -0.3005 1.1316 1.8913
O3 0.8961 0.8309 1.9816
H24 1.5807 2.5566 3.3058
H25 1.4824 3.0113 5.0275
H26 0.5164 3.9081 3.8268
H27 0.1929 0.9701 4.6088
H28 -0.8722 2.2949 5.1073
H29 -2.8919 1.2205 4.1701
H30 -2.8916 0.5884 2.5197
H31 -1.3881 -0.5576 4.9380
H32 -2.6818 -1.3054 3.9866
H33 -1.0708 -1.0978 3.2688
H34 -2.8310 3.6099 0.9121